C39H38FeIN6O4PSSe | ωB97M-V with the def2-TZVPD basis set

Geometry (Å):
Fe: -1.193 -0.672 -0.693
I: -3.678 -1.854 -1.328
C: -4.967 -0.666 -0.205
C: -6.023 -0.146 -0.904
C: -7.120 0.430 -0.235
C: -7.169 0.380 1.123
C: -6.087 -0.150 1.872
C: -6.213 -0.273 3.280
C: -5.207 -0.804 4.029
C: -3.981 -1.099 3.404
C: -3.784 -0.946 2.054
P: -2.006 -0.826 1.527
C: -1.465 0.613 2.522
C: -2.330 1.566 3.048
C: -1.834 2.688 3.697
C: -0.466 2.876 3.832
C: 0.408 1.941 3.290
C: -0.089 0.830 2.629
C: -1.293 -2.257 2.429
C: -1.420 -3.495 1.798
C: -0.850 -4.630 2.347
C: -0.137 -4.545 3.537
C: -0.013 -3.320 4.176
C: -0.588 -2.183 3.624
C: -4.904 -0.589 1.224
H: -6.040 -0.223 -1.982
H: -7.939 0.843 -0.806
H: -8.040 0.731 1.659
H: -7.140 0.043 3.742
H: -5.315 -0.936 5.096
H: -3.147 -1.399 4.029
H: -3.400 1.450 2.945
H: -2.524 3.415 4.105
H: -0.084 3.745 4.348
H: 1.477 2.085 3.369
H: 0.608 0.123 2.182
H: -1.957 -3.567 0.858
H: -0.954 -5.580 1.840
H: 0.311 -5.431 3.966
H: 0.524 -3.248 5.112
H: -0.480 -1.236 4.136
C: 1.393 -1.987 0.401
H: 1.453 -2.390 1.410
H: 1.571 -2.736 -0.367
H: 0.397 -1.566 0.243
O: 2.347 -0.023 -2.976
C: 1.307 -0.537 -2.598
O: 0.599 -0.026 -1.629
C: 0.810 -1.812 -3.234
C: -0.281 -2.511 -2.701
C: -0.695 -3.715 -3.255
C: -0.036 -4.244 -4.344
C: 1.068 -3.552 -4.896
C: 1.480 -2.329 -4.323
N: 1.747 -4.082 -5.973
O: 2.716 -3.450 -6.459
O: 1.377 -5.189 -6.435
H: -0.789 -2.080 -1.846
H: -1.537 -4.249 -2.833
H: -0.329 -5.177 -4.797
H: 2.330 -1.812 -4.741
C: 3.871 -3.502 1.347
N: 4.423 -2.198 1.692
C: 5.598 -2.028 2.400
C: 5.864 -0.706 2.429
N: 4.843 -0.077 1.749
C: 4.774 1.346 1.462
C: 3.965 -0.997 1.296
Se: 2.553 -0.451 0.143
H: 4.630 -4.248 1.567
H: 3.643 -3.530 0.282
H: 2.977 -3.712 1.930
H: 6.129 -2.863 2.815
H: 6.675 -0.159 2.870
H: 5.600 1.835 1.973
H: 3.826 1.746 1.818
H: 4.856 1.516 0.388
C: -0.557 1.238 -5.155
C: -1.829 1.401 -4.331
C: -1.565 1.787 -2.917
N: -1.939 1.093 -1.903
N: -1.543 1.618 -0.690
C: -0.850 2.706 -0.837
N: -0.290 3.372 0.203
S: -0.661 3.204 -2.477
H: -0.808 0.905 -6.160
H: 0.112 0.499 -4.714
H: -0.012 2.179 -5.238
H: -2.390 0.465 -4.294
H: -2.478 2.156 -4.785
H: -0.560 3.075 1.127
H: -0.032 4.336 0.088

Summary:
Kohn-Sham gap (spin up / spin down) (eV): 3.2 / 6.4
Multiplicity: 5
Calculated total energy (eV): -186143.3290
Charge: 0